Density functional theory data (wB97M-V/def2-TZVPD) for 13 unconnected molecules or ions with the total composition C77H193N16O26P5.

Geometry as XYZ:
```
317
Properties=species:S:1:pos:R:3:forces:R:3
N -1.035244 3.182193 4.771328 0.2 -0.1 0.9
C 0.306062 3.168734 4.900111 -1.7 1.9 2.2
C 0.909108 3.983174 5.927592 -0.2 -0.5 0.0
C 0.159398 4.767407 6.818020 -1.5 -0.5 -2.3
C -1.259666 4.747021 6.615914 1.6 0.1 0.4
C -1.787492 3.911087 5.662141 1.2 -0.8 -0.9
H 0.860346 2.523783 4.234367 0.2 0.1 -0.1
H 1.983056 3.975807 6.041484 0.2 -0.1 -0.1
H 0.604984 5.493942 7.481352 0.2 -0.3 0.2
H -1.904972 5.413296 7.169140 -0.1 -0.2 0.3
H -2.856276 3.764084 5.612374 -0.1 0.2 -0.4
O 4.907704 0.998822 -0.353777 1.1 0.5 -1.5
P 5.630591 1.974015 -1.237741 0.3 1.3 -0.9
N 4.658908 2.604529 -2.497961 0.4 1.6 0.8
C 3.542605 1.882354 -3.030837 0.5 -1.4 0.3
C 5.062069 3.745666 -3.296625 1.1 0.6 -0.1
N 7.013176 1.444630 -2.131835 0.6 -1.1 0.9
C 7.672291 2.204908 -3.219361 -1.6 0.1 0.0
C 7.409937 0.017540 -2.061693 -0.2 -0.1 1.1
N 6.193012 3.374422 -0.416601 1.0 -1.1 -1.0
C 7.314968 3.139655 0.539263 -0.5 -0.3 -0.3
C 5.254615 4.372077 0.049052 0.1 0.1 0.3
H 3.156278 1.331553 -2.173235 -0.9 0.0 -0.4
H 3.893260 1.144406 -3.752350 0.0 -0.2 -0.2
H 2.840781 2.483505 -3.608894 -0.2 0.4 0.7
H 4.470909 4.660858 -3.264113 -0.8 -0.2 0.6
H 5.136120 3.550690 -4.366488 -0.1 -0.6 -0.2
H 6.056648 4.089395 -3.012419 -0.1 -0.1 0.1
H 7.901004 3.240636 -2.968239 0.2 -0.1 0.4
H 8.569198 1.738326 -3.626744 -0.1 -0.3 0.5
H 6.925272 2.270496 -4.010412 0.3 0.0 -0.6
H 7.605529 -0.217803 -1.015534 0.1 -0.2 0.1
H 6.683504 -0.732653 -2.374143 -0.6 0.4 -0.2
H 8.304150 -0.264104 -2.617697 0.2 0.8 -0.1
H 7.701001 4.029052 1.037304 -0.4 0.5 -0.5
H 6.970328 2.502302 1.353576 0.1 -0.3 0.1
H 8.177072 2.683379 0.052748 -0.2 -0.2 -0.2
H 4.444526 4.580604 -0.649781 0.1 -0.2 -0.1
H 5.810439 5.294431 0.217633 -0.2 0.1 0.0
H 4.816884 4.062421 0.998060 -0.2 0.1 0.2
O -4.310555 5.983396 -6.417372 0.0 -0.5 0.2
P -3.693787 4.652881 -6.605219 -0.2 -1.4 -0.1
N -4.879778 3.350793 -6.670975 3.5 0.8 0.1
C -6.293223 3.573932 -6.599096 -0.2 1.0 0.2
C -4.542930 1.936267 -6.909737 -0.1 0.3 -0.7
N -2.633207 4.259337 -5.306364 -1.3 1.6 -1.0
C -2.068644 5.276541 -4.476708 0.0 1.1 0.4
C -2.012481 2.991142 -5.162173 -0.6 -1.2 -1.3
N -2.836719 4.515262 -8.105345 -0.1 -0.4 1.1
C -3.619579 4.083876 -9.265149 -0.8 0.0 1.0
C -1.649985 5.265010 -8.477664 -0.1 -0.7 0.6
H -6.751043 2.643391 -6.263552 -0.3 0.2 0.0
H -6.714524 3.933346 -7.537940 -0.2 -0.5 -0.4
H -6.516927 4.396785 -5.920154 0.0 -0.2 0.4
H -3.520755 1.598539 -7.080631 0.5 1.0 0.3
H -4.992834 1.677707 -7.868286 -0.6 -0.6 0.1
H -4.871476 1.316172 -6.075686 -0.5 -0.1 -0.1
H -0.984999 5.359392 -4.560111 0.2 -0.1 -0.3
H -2.474875 6.262522 -4.702340 -0.2 -0.1 0.0
H -2.256048 5.065451 -3.423896 -0.2 0.0 0.2
H -2.760287 2.213644 -5.005999 0.1 -0.2 0.2
H -1.603745 2.812862 -6.156789 0.9 -0.8 0.2
H -1.290311 2.918156 -4.348995 0.1 0.3 -0.2
H -3.608156 2.994709 -9.223983 -0.7 0.0 -0.5
H -4.582162 4.574245 -9.120007 -0.6 -0.8 -0.3
H -3.348469 4.415366 -10.267496 0.9 0.2 0.3
H -1.954456 6.148740 -9.038402 0.4 0.2 0.1
H -1.041543 4.589622 -9.079133 0.1 0.2 -0.4
H -1.022638 5.482282 -7.613190 -0.2 0.4 0.1
O 4.557931 7.073530 1.490450 0.7 0.7 0.6
P 4.169285 6.961786 2.907819 -1.5 -0.1 1.8
N 5.206575 6.012149 3.843622 -1.1 -1.6 0.6
C 4.893997 5.673748 5.242348 -0.3 1.1 0.5
C 6.579737 5.832162 3.505626 0.8 0.4 -1.5
N 2.602410 6.276763 3.052752 1.1 0.7 1.1
C 1.469437 6.953537 2.443619 0.6 0.6 -0.3
C 2.527323 4.853693 3.068465 -0.2 -1.2 -0.5
N 4.085815 8.341338 3.937644 -0.2 1.0 -2.1
C 3.315520 8.438329 5.137749 -0.4 -0.9 0.9
C 5.269621 9.214994 4.030038 0.5 -0.8 -1.0
H 5.083193 6.517989 5.905343 0.4 0.2 0.1
H 5.476546 4.849322 5.653501 0.1 -0.2 -0.6
H 3.846796 5.457389 5.453703 -0.1 -0.2 -0.6
H 7.177508 6.716788 3.725177 0.3 0.1 0.3
H 6.635233 5.714127 2.423460 0.2 0.0 -0.1
H 7.091103 4.972024 3.937798 -0.5 -0.2 0.3
H 0.500379 6.506771 2.665936 0.2 -0.1 0.7
H 1.528267 7.979285 2.807593 -0.5 0.2 -0.3
H 1.515338 6.933558 1.354772 0.2 0.2 -0.3
H 1.482484 4.562435 2.960849 -0.1 0.0 0.2
H 3.021705 4.395321 2.211968 0.3 -0.2 -0.2
H 2.912406 4.390820 3.977074 0.0 0.1 -0.1
H 2.470739 7.749553 5.143577 -0.1 0.2 -0.3
H 3.927351 8.118007 5.981054 0.1 0.2 0.4
H 2.977771 9.447365 5.374130 -0.1 0.1 -0.4
H 6.106545 8.584486 4.330247 0.3 0.3 0.8
H 5.110165 10.090393 4.659610 -0.1 -0.4 0.3
H 5.636029 9.621819 3.087516 -0.6 -0.1 -0.4
O 0.825970 -1.532893 0.812473 -1.0 0.9 -1.0
P 0.079189 -0.451207 0.078204 0.5 0.9 -1.8
N 0.445440 1.165224 0.602247 -2.4 -1.7 -0.1
C 1.789267 1.644305 0.426824 0.1 0.1 -0.2
C -0.439479 1.781627 1.636098 0.9 -0.3 -0.9
N -1.606878 -0.695301 -0.008029 2.4 -0.9 1.5
C -2.197398 -1.869421 0.729969 0.0 1.9 0.2
C -2.480885 0.319692 -0.531615 0.3 -0.4 -0.8
N 0.546855 -0.329115 -1.621158 -0.5 0.6 1.5
C 1.530820 -1.284448 -2.127418 -1.0 0.4 0.9
C -0.005671 0.680728 -2.579179 0.9 -0.9 1.7
H 1.805209 2.606092 -0.085833 -0.1 0.3 -0.1
H 2.354234 0.965069 -0.211579 0.1 -0.1 0.3
H 2.302257 1.776478 1.379432 0.2 -0.2 0.1
H -1.416050 1.979944 1.194426 0.0 0.0 0.3
H -0.018201 2.745957 1.920190 0.0 0.0 0.0
H -0.518275 1.154460 2.524104 -0.1 0.1 0.1
H -2.591593 -1.388172 1.625019 -0.6 -0.6 0.3
H -2.994363 -2.332001 0.147763 0.2 0.0 0.0
H -1.453786 -2.596977 1.055253 0.1 0.2 -0.5
H -1.962492 1.276987 -0.585894 -0.3 0.1 0.3
H -2.653730 0.047828 -1.572927 -0.7 0.2 -0.2
H -3.411923 0.375609 0.032425 0.0 0.1 0.0
H 1.154153 -2.282444 -1.903310 0.3 -0.3 -0.4
H 1.625219 -1.120100 -3.200815 0.3 -0.2 0.2
H 2.440489 -1.131978 -1.546606 0.5 -0.2 -0.6
H -0.409836 1.516327 -2.007761 -0.4 -0.2 0.0
H -0.745371 0.189645 -3.211468 0.0 0.5 -0.3
H 0.831926 1.136520 -3.107163 0.0 -0.2 -0.5
O -9.578373 -3.732887 -0.030208 1.3 0.0 -0.6
P -8.169519 -3.922162 -0.491542 0.5 0.3 0.3
N -7.243349 -4.755865 0.682033 0.7 0.0 -1.9
C -7.671668 -4.656073 2.056892 -1.0 -0.3 0.7
C -5.940880 -5.411553 0.415929 -0.5 0.0 0.9
N -7.349584 -2.438934 -0.673576 -1.6 -0.2 -0.6
C -7.984046 -1.127115 -0.560035 -0.1 0.1 0.2
C -5.935241 -2.344884 -0.912988 0.6 -0.4 0.4
N -7.927667 -4.749575 -2.000594 0.3 0.3 1.8
C -7.821065 -6.191551 -2.053841 0.3 -0.9 0.0
C -8.550067 -4.233034 -3.187954 -0.5 0.5 -0.6
H -8.654339 -5.117163 2.156203 -0.1 0.1 0.1
H -7.763884 -3.651627 2.470038 0.1 0.4 -0.4
H -7.038984 -5.172976 2.778437 0.4 -0.3 -0.5
H -5.381038 -5.042651 -0.443491 -0.5 -0.1 -0.2
H -6.084568 -6.491657 0.387166 0.1 -0.2 -0.5
H -5.268527 -5.279226 1.263590 0.0 0.4 0.2
H -7.753654 -0.530189 -1.442469 -0.1 0.0 -0.2
H -9.063638 -1.118279 -0.409989 0.1 -0.6 -0.2
H -7.593565 -0.567090 0.289673 0.3 0.0 0.2
H -5.505976 -3.283249 -1.264144 -0.1 0.1 0.0
H -5.635371 -1.578400 -1.627616 -0.5 0.1 -0.4
H -5.429300 -2.052888 0.007266 0.3 -0.1 0.3
H -6.824565 -6.503961 -1.741629 -0.1 -0.2 -0.1
H -8.554613 -6.802333 -1.527572 -0.3 0.5 0.8
H -8.021018 -6.559276 -3.060264 0.5 0.4 -0.3
H -8.813438 -3.179435 -3.094883 -0.2 -0.1 0.2
H -9.414345 -4.844890 -3.446325 -0.5 0.3 0.2
H -7.941612 -4.306147 -4.089355 0.7 0.0 0.2
C -2.424678 -5.257397 -1.183245 -0.3 -0.7 0.2
O -2.951971 -4.056708 -1.666953 0.8 0.6 -1.2
C -2.206098 -3.719252 -2.854647 -0.2 1.2 0.0
C -2.619407 -2.350924 -3.465771 0.2 -0.8 0.8
O -3.348539 -2.520793 -4.626628 0.0 -0.8 -2.6
C -2.563084 -2.685361 -5.858500 0.1 1.7 -0.1
C -2.688597 -1.340070 -6.627301 -0.2 0.0 0.4
O -1.813658 -0.288769 -6.233679 0.0 0.4 0.9
C -0.449371 -0.309517 -6.625506 -0.8 -1.6 -0.4
H -3.162489 -5.686440 -0.505268 0.3 0.0 0.2
H -1.445336 -5.144668 -0.718207 0.0 0.3 0.4
H -2.257991 -5.977189 -1.984625 -0.2 -0.2 -0.3
H -2.362834 -4.502304 -3.596504 0.0 0.0 -0.2
H -1.135111 -3.639803 -2.668164 0.2 -0.4 0.5
H -1.760951 -1.717031 -3.687897 0.3 -0.1 0.3
H -3.265451 -1.823509 -2.763962 0.0 0.0 0.1
H -2.862440 -3.500219 -6.517658 -0.8 -0.1 0.5
H -1.496009 -2.874424 -5.741408 0.2 -0.1 0.9
H -3.668351 -0.977220 -6.316624 -0.1 0.1 -0.3
H -2.687744 -1.417352 -7.714557 0.2 -0.4 -0.2
H -0.204776 -1.329877 -6.920710 0.2 -0.3 -0.2
H 0.213922 -0.121202 -5.781308 -0.1 0.7 -0.1
H -0.328804 0.299609 -7.521353 0.4 0.4 0.3
C 4.992359 2.475276 3.803037 -0.5 1.9 -0.2
O 3.898256 2.248264 4.702160 0.9 -1.2 0.0
C 3.570512 0.857863 4.811375 -0.3 -0.1 -0.7
C 2.916221 0.489900 6.118083 -0.5 -0.1 1.1
O 2.133393 -0.702748 5.961125 0.2 0.4 -0.2
C 1.141666 -0.921232 6.949246 -0.8 -0.1 -0.3
C 0.030767 -1.886302 6.506503 0.8 -0.4 -0.2
O -0.791545 -1.453589 5.434308 -0.4 -0.7 1.5
C -0.172985 -1.039492 4.273284 0.8 0.2 -1.6
H 5.971957 2.054447 4.029719 -0.2 -0.3 0.7
H 5.037051 3.564293 3.814845 0.6 0.0 0.1
H 4.833792 2.316715 2.736351 -0.7 -0.9 -0.1
H 4.445281 0.218124 4.694617 0.3 0.2 -0.2
H 2.894054 0.618146 3.990985 -0.2 -0.2 -0.1
H 2.319344 1.292908 6.550546 -0.5 0.3 -0.5
H 3.668574 0.363539 6.896600 0.4 -0.4 0.1
H 0.594629 -0.007743 7.182444 0.3 0.5 0.1
H 1.568516 -1.336006 7.862412 0.2 0.1 0.2
H -0.578246 -2.117993 7.380295 -0.5 0.8 0.0
H 0.421838 -2.891099 6.346658 0.5 -0.1 -0.8
H -0.792049 -1.246101 3.400263 -0.7 0.2 0.2
H 0.730842 -1.566735 3.967982 0.4 -0.2 0.6
H 0.051835 0.026602 4.304997 0.1 0.1 0.0
C 1.737736 -4.746298 -3.650870 1.3 -0.6 1.7
O 1.262454 -4.633467 -4.917253 -1.0 1.6 -2.7
C 2.207266 -4.051692 -5.858707 0.8 0.1 0.8
C 2.780963 -2.612039 -5.542178 -1.4 -1.6 2.0
O 3.960709 -2.748232 -4.686164 -1.2 -0.2 -1.5
C 4.497485 -1.534311 -4.216829 0.5 -0.5 0.1
C 5.169167 -0.798613 -5.351839 -0.2 -0.8 1.6
O 4.143794 -0.054157 -5.926857 0.8 1.7 -2.1
C 4.731710 0.989932 -6.744992 -0.8 0.0 -0.2
H 2.347795 -5.644626 -3.556357 0.6 -0.1 0.0
H 0.959004 -4.917308 -2.907604 -0.5 0.4 -0.2
H 2.354719 -3.890248 -3.377740 -0.1 0.0 0.3
H 1.742799 -4.031110 -6.844582 -0.2 -0.2 0.2
H 3.045985 -4.747678 -5.842754 0.3 0.0 -0.5
H 2.028372 -2.197360 -4.871540 -0.4 0.4 0.0
H 2.770376 -1.935803 -6.396980 1.0 -0.3 -0.1
H 5.198590 -1.885425 -3.459673 0.1 0.4 0.1
H 3.768074 -0.853747 -3.777624 -0.2 -0.3 0.2
H 5.581584 -1.615530 -5.944000 0.3 0.4 -0.8
H 5.944710 -0.138877 -4.962751 0.3 0.1 -0.1
H 3.949669 1.594240 -7.204695 -0.3 0.0 0.6
H 5.298615 0.678796 -7.622440 0.2 -0.9 0.2
H 5.402617 1.613297 -6.153879 -0.1 0.1 0.2
C -4.237179 -5.542007 8.914577 0.5 1.2 -1.0
O -4.535167 -4.517218 7.921217 0.1 -1.0 0.5
C -3.393934 -4.108827 7.195145 0.2 1.2 0.4
C -3.767154 -3.179561 6.028997 0.3 -1.5 -1.2
O -4.517374 -2.080231 6.400618 -1.0 1.1 0.7
C -5.045860 -1.288498 5.345051 -0.1 0.2 -0.4
C -4.042522 -0.300799 4.770406 0.8 0.5 0.8
O -4.454874 0.240150 3.551933 -0.3 0.1 -0.2
C -3.705875 1.396224 3.210460 0.3 -1.0 -0.6
H -3.413672 -5.192920 9.537524 -0.3 0.4 0.6
H -3.788540 -6.440612 8.491088 -0.5 -0.3 -0.6
H -5.156596 -5.759727 9.458039 0.3 0.1 0.0
H -2.771737 -4.966515 6.939499 -0.2 -0.2 -0.9
H -2.713091 -3.503031 7.793118 0.0 0.2 0.8
H -4.293244 -3.788716 5.293979 -0.5 -0.1 -0.2
H -2.890169 -2.831267 5.483378 0.6 -0.2 0.3
H -5.913950 -0.726188 5.689035 0.1 -0.1 0.6
H -5.467420 -1.869694 4.524925 0.3 -0.6 -0.2
H -3.040088 -0.722353 4.696096 0.1 -0.4 -0.2
H -3.893237 0.554695 5.429140 -0.2 0.0 0.7
H -3.850895 2.271905 3.843122 -0.8 0.1 0.0
H -3.957609 1.495628 2.154590 0.1 0.9 0.1
H -2.631253 1.243984 3.311004 0.2 -0.5 -0.1
C 7.645247 -8.819520 0.029653 -0.6 1.8 -0.3
O 6.319141 -8.469808 -0.448884 1.6 -1.8 -1.5
C 5.690976 -7.435278 0.197159 -0.8 0.2 1.9
C 4.454219 -6.918674 -0.500347 0.0 0.1 -1.1
O 4.718951 -6.374056 -1.827334 0.0 -0.4 0.9
C 5.575312 -5.232607 -1.864088 -1.5 0.1 0.1
C 4.881628 -3.949987 -1.385618 -0.6 0.7 0.8
O 4.492210 -3.973091 -0.013710 1.0 -0.6 1.0
C 3.988620 -2.763503 0.547967 -1.3 -0.1 -1.5
H 8.268930 -8.004521 -0.337636 0.6 -0.1 -0.1
H 8.027770 -9.772174 -0.336714 -0.6 0.1 -0.2
H 7.758128 -8.759113 1.112107 -0.5 -0.3 0.3
H 6.326387 -6.611560 0.522506 0.5 0.1 -0.3
H 5.350134 -7.926387 1.108609 -0.5 0.6 0.8
H 3.878391 -6.192741 0.073714 0.7 0.2 0.4
H 3.745822 -7.742290 -0.589426 0.2 -0.2 -0.7
H 5.742361 -5.100124 -2.933026 0.3 0.1 0.0
H 6.523696 -5.397854 -1.352846 0.0 0.0 0.1
H 3.961899 -3.708536 -1.918422 0.0 -0.4 -0.7
H 5.538223 -3.098933 -1.566450 0.5 0.2 0.0
H 3.517520 -2.908962 1.520080 0.9 -0.3 0.3
H 3.091677 -2.498725 -0.011925 -0.2 0.3 -0.4
H 4.639538 -1.894028 0.456208 0.5 -0.2 0.4
C -4.633245 3.602380 0.097087 0.4 0.2 0.4
O -5.132611 4.555390 1.013426 -0.8 0.0 0.3
C -4.326689 5.697384 1.297922 0.0 -1.4 0.0
C -2.941076 5.259493 1.799411 0.1 0.2 -0.2
O -2.045625 4.718815 0.826304 0.2 0.3 -0.5
C -1.474319 5.637203 -0.167475 -0.3 -0.3 3.4
C -0.328967 4.917960 -0.853782 -1.8 0.5 0.1
O 0.218059 5.895920 -1.680368 0.0 0.3 -0.2
C 1.111984 5.350908 -2.595493 0.5 0.0 -0.3
H -5.398617 2.863309 -0.139718 -0.3 0.3 0.1
H -3.807490 3.057882 0.555076 0.2 0.0 -0.2
H -4.290963 4.094575 -0.813235 0.1 -0.1 -0.2
H -4.842950 6.222667 2.101447 0.0 -0.1 0.1
H -4.381692 6.363316 0.436746 0.7 0.1 -0.2
H -3.039118 4.484953 2.560052 -0.4 -0.5 -0.3
H -2.510299 6.037244 2.429989 0.5 0.7 -0.5
H -1.044587 6.422763 0.454084 0.1 0.6 -0.3
H -2.298432 6.055178 -0.745614 0.5 -0.2 -0.7
H -0.866258 4.109595 -1.349719 0.6 -0.5 -0.8
H 0.423900 4.497250 -0.187218 -0.1 0.0 0.4
H 1.926513 4.834701 -2.087396 0.1 -0.4 0.1
H 1.583716 6.146790 -3.171804 -0.3 0.1 -0.1
H 0.561615 4.668248 -3.242920 0.3 -0.2 -0.3
C -4.575475 -6.942473 4.852301 0.8 -0.3 0.3
O -3.734723 -8.095885 4.672542 0.1 -0.4 -0.3
C -2.311586 -7.948910 4.763982 -0.5 0.4 0.2
C -1.711560 -7.015938 3.732776 0.3 -0.2 0.6
O -1.932557 -5.650560 4.095551 -0.7 -0.9 -0.3
C -0.865018 -4.743484 4.031778 -0.8 0.5 -0.1
C -0.218716 -4.628250 2.681345 1.3 -0.4 0.0
O 0.679112 -5.724517 2.499403 -0.1 -1.1 -1.8
C 0.921595 -5.958795 1.092248 0.9 0.5 0.0
H -4.343068 -6.546777 5.840986 -0.2 0.5 0.0
H -5.629851 -7.216028 4.812679 0.2 -0.6 0.2
H -4.474323 -6.189521 4.070667 0.5 0.1 0.0
H -1.814048 -8.917243 4.710229 -0.7 -0.5 -0.8
H -1.961324 -7.711543 5.768507 -0.4 1.0 0.4
H -2.148892 -7.251066 2.762436 -0.2 0.2 -0.2
H -0.653675 -7.269057 3.662643 0.2 0.3 0.0
H -0.186326 -4.932132 4.863576 0.6 0.0 -0.2
H -1.368664 -3.797386 4.230133 0.2 0.3 0.1
H 0.409034 -3.740281 2.606996 -0.3 0.5 0.0
H -0.931624 -4.623343 1.856808 -0.4 0.1 0.2
H 1.665941 -6.729144 0.890706 0.2 -0.1 0.9
H 1.315601 -5.058562 0.620618 0.2 0.4 0.1
H 0.117116 -6.262194 0.422262 -1.0 0.0 0.7
```
Forces are in eV/Å.

Output
Maximum force, eV Å⁻¹: 3.5
E, a.u.: -7588.29265
Gap between HOMO and LUMO, hartree: 0.301
Total charge: 0

These are the Löwdin partial charges, in e, on atoms 1 to 6: atom 1 (N): 0.07, atom 2 (C): -0.13, atom 3 (C): -0.07, atom 4 (C): -0.05, atom 5 (C): -0.07, atom 6 (C): -0.15